Formula: C17H55AgB2N4O6V
Source: the OMol25 dataset
Level of theory: wB97M-V/def2-TZVPD

```
! RIJCOSX wB97M-V def2-TZVPD def2/J DEFGRID3
* xyz 0 2
O 0.1654 -1.4432 -2.8625
V 1.0449 -2.2970 -1.8641
Ag 0.4179 -2.6775 1.8285
B -0.4863 -3.7397 -0.8242
H -1.4721 -4.4244 -0.8161
H 0.0518 -3.7236 0.2425
H 0.2310 -4.1303 -1.6850
H -0.7606 -2.6179 -1.0692
B 2.8891 -3.7136 -1.0337
H 2.0873 -4.5400 -0.7198
H 2.7609 -3.3543 -2.1608
H 2.6222 -2.7207 -0.4206
H 4.0139 -4.0419 -0.7782
C 1.3297 0.1774 0.3186
O 0.8033 -1.0028 -0.1407
H 1.1886 1.0308 -0.3775
H 0.8655 0.5708 1.2422
H 2.4186 0.1339 0.5311
C -5.7712 -0.4366 -1.4049
C -5.0054 0.8796 -1.4592
C -3.5042 0.6703 -1.2770
O -2.9235 1.9673 -1.2022
C -1.6414 2.1301 -0.6304
N -5.3060 1.5688 -2.7271
H -6.7450 -0.2906 -0.9450
H -5.2479 -1.1819 -0.7993
H -5.8356 -0.8289 -2.4184
H -5.3011 1.5773 -0.6716
H -3.0721 0.0985 -2.1062
H -3.3147 0.2174 -0.2915
H -0.7844 1.9170 -1.2738
H -1.5834 1.4474 0.2298
H -1.6328 3.1532 -0.2597
H -4.9094 1.0062 -3.4825
H -4.6970 2.3856 -2.7772
C 4.6811 3.3405 2.4962
C 3.3705 3.1362 3.2653
C 2.2530 3.8977 2.5852
O 1.0203 3.5057 3.1688
C -0.0570 4.2556 2.6613
N 3.1176 1.6857 3.3390
H 5.4967 2.8404 3.0148
H 4.8925 4.4035 2.3666
H 4.6203 2.9149 1.4885
H 3.5655 3.5142 4.2717
H 2.1940 3.6259 1.5203
H 2.3850 4.9809 2.6976
H 0.0538 5.3106 2.9475
H -0.9816 3.8654 3.0790
H -0.1117 4.2281 1.5652
H 2.1116 1.5360 3.3599
H 3.3518 1.3286 2.4123
C 4.4723 0.7650 -3.2066
C 2.9877 0.4261 -3.2035
C 2.4650 0.2560 -4.6168
O 1.1066 0.5062 -4.8776
C 0.5919 1.7351 -4.4574
N 2.7959 -0.8558 -2.4362
H 4.9117 0.6405 -2.2149
H 4.6273 1.8037 -3.5080
H 5.0589 0.1431 -3.8872
H 2.4546 1.1278 -2.5732
H 2.7600 -0.7153 -5.0053
H 3.0157 1.0115 -5.2179
H -0.4906 1.7061 -4.5383
H 0.9900 2.5357 -5.1022
H 0.8396 1.9769 -3.4231
H 3.1439 -0.6461 -1.4985
H 3.4341 -1.6112 -2.6913
C -2.7192 -2.9597 4.3976
C -2.6486 -3.5233 2.9967
C -2.6689 -2.5282 1.8538
O -1.6521 -1.5476 1.9778
C -1.9985 -0.3279 2.5842
N -1.3906 -4.3368 2.8308
H -1.9353 -2.2286 4.6013
H -2.5743 -3.7804 5.1014
H -3.6740 -2.4660 4.5774
H -3.5270 -4.1637 2.8470
H -3.6622 -2.1310 1.6216
H -2.3756 -3.0584 0.9411
H -1.0874 0.1974 2.8816
H -2.5767 -0.4246 3.5075
H -2.5289 0.3245 1.8846
H -1.6784 -4.9878 2.0964
H -1.3267 -4.9996 3.6039
*
```

⟨S²⟩: 0.772
Gap between HOMO and LUMO (alpha / beta), eV: 8.4 / 8.5
LUMO (alpha / beta), eV: -0.28 / -0.25
Maximum force, eV/A: 4.1
Highest occupied orbital energy (alpha / beta), hartree: -0.321 / -0.321